1.
The following is a DFT calculation (ωB97M-V with the def2-TZVPD basis set) of the ion C5H14NO3Si with charge +1.

**HOMO-LUMO gap**: 10.3 eV
**Total charge**: +1

Atoms and positions in Å:
C: 2.194 0.534 -1.106
C: 2.143 0.492 0.418
C: -2.137 2.213 0.608
C: -2.358 -1.764 -0.731
C: 1.217 -1.548 1.350
N: 0.870 0.972 -1.518
O: -1.182 1.175 0.722
O: -1.042 -1.281 -0.509
O: 0.974 -0.245 0.826
Si: -0.413 0.145 -0.195
H: 2.938 1.272 -1.424
H: 2.476 -0.447 -1.512
H: 3.032 0.051 0.868
H: 2.002 1.506 0.796
H: -2.888 1.972 -0.143
H: -1.639 3.143 0.335
H: -2.607 2.319 1.586
H: -3.092 -1.161 -0.200
H: -2.388 -2.790 -0.367
H: -2.581 -1.750 -1.797
H: 1.933 -1.466 2.168
H: 0.276 -1.932 1.735
H: 1.597 -2.227 0.585
H: 0.675 0.819 -2.495

2.
The following is a DFT calculation (ωB97M-V with the def2-TZVPD basis set) of the ion C5H14NO3Si with charge +1.

**SMILES**: COCC[NH+]=[Si](OC)OC
**HOMO-LUMO gap**: 9.4 eV
**Total charge**: +1

Atoms and positions in Å:
C: 3.113 0.445 -0.897
O: 2.034 -0.466 -0.900
C: 1.958 -1.268 0.248
C: 0.811 -0.986 1.100
N: -0.469 -0.918 0.382
Si: -1.634 0.257 0.280
O: -3.030 -0.358 -0.183
C: -3.808 -1.023 -1.168
O: -1.564 1.763 0.462
C: -0.508 2.630 0.910
H: 3.924 -0.076 -1.362
H: 2.817 1.257 -1.605
H: 3.303 1.038 0.046
H: 2.938 -1.025 0.835
H: 2.044 -2.363 0.003
H: 0.815 -1.856 1.749
H: 0.966 -0.112 1.747
H: -0.767 -1.830 -0.119
H: -4.072 -2.137 -0.783
H: -3.234 -1.162 -2.132
H: -4.792 -0.467 -1.418
H: 0.470 2.181 0.438
H: -0.571 2.931 1.992
H: -0.744 3.545 0.373

Most stable of them? 1.

1.
The following is a DFT calculation (ωB97M-V with the def2-TZVPD basis set) of the molecule C18H20N2O4S.

**SMILES**: O=C(Cc1ccccc1)Nc1ccc(S(=O)(=O)N2CCOCC2)cc1
**HOMO-LUMO gap**: 9.5 eV
**Total charge**: 0

Atoms and positions in Å:
O: -2.389 -2.226 -1.850
C: -2.795 -1.569 -0.923
C: -4.186 -1.762 -0.320
C: -4.843 -0.459 0.034
C: -4.880 -0.007 1.349
C: -5.454 1.214 1.658
C: -5.993 2.000 0.655
C: -5.959 1.559 -0.658
C: -5.386 0.339 -0.967
N: -2.077 -0.604 -0.274
C: -0.787 -0.148 -0.530
C: 0.013 -0.678 -1.543
C: 1.290 -0.183 -1.736
C: 1.767 0.832 -0.929
S: 3.455 1.392 -1.113
O: 3.576 2.706 -0.555
O: 3.892 1.156 -2.456
N: 4.339 0.370 -0.130
C: 4.415 -1.009 -0.554
C: 5.533 -1.690 0.240
O: 5.307 -1.578 1.626
C: 5.238 -0.228 2.023
C: 4.110 0.502 1.289
C: 0.983 1.370 0.075
C: -0.294 0.884 0.273
H: -4.779 -2.314 -1.050
H: -4.071 -2.388 0.569
H: -4.470 -0.622 2.140
H: -5.482 1.550 2.684
H: -6.442 2.952 0.895
H: -6.381 2.168 -1.444
H: -5.359 -0.004 -1.991
H: -2.562 -0.115 0.469
H: -0.372 -1.467 -2.168
H: 1.921 -0.563 -2.523
H: 4.633 -1.011 -1.622
H: 3.464 -1.533 -0.367
H: 5.568 -2.758 0.021
H: 6.494 -1.225 -0.022
H: 5.060 -0.234 3.099
H: 6.191 0.276 1.807
H: 4.111 1.566 1.523
H: 3.142 0.059 1.576
H: 1.380 2.174 0.673
H: -0.919 1.302 1.049

2.
The following is a DFT calculation (ωB97M-V with the def2-TZVPD basis set) of the molecule C18H20N2O4S.

**SMILES**: CC(=O)NS(=O)(=O)c1ccc(NC(=O)C[C@H](C)c2ccccc2)cc1
**HOMO-LUMO gap**: 9.5 eV
**Total charge**: 0

Atoms and positions in Å:
C: 5.159 -3.223 1.054
C: 4.647 -2.021 0.293
O: 3.828 -2.075 -0.591
N: 5.171 -0.830 0.697
S: 4.904 0.629 -0.172
O: 5.473 0.494 -1.475
O: 5.439 1.623 0.709
C: 3.136 0.730 -0.245
C: 2.440 1.086 0.892
C: 1.059 1.141 0.860
C: 0.384 0.834 -0.323
N: -1.003 0.865 -0.426
C: -1.937 1.132 0.542
O: -1.668 1.402 1.689
C: -3.363 1.021 0.040
C: -3.951 -0.353 0.426
C: -3.231 -1.498 -0.289
C: -5.432 -0.375 0.133
C: -5.910 -0.274 -1.168
C: -7.269 -0.293 -1.425
C: -8.173 -0.412 -0.383
C: -7.708 -0.511 0.917
C: -6.348 -0.492 1.170
C: 1.111 0.482 -1.465
C: 2.488 0.428 -1.426
H: 4.998 -3.089 2.121
H: 6.224 -3.342 0.872
H: 4.634 -4.111 0.713
H: 5.857 -0.785 1.432
H: 2.986 1.328 1.789
H: 0.496 1.414 1.737
H: -1.358 0.624 -1.342
H: -3.421 1.169 -1.038
H: -3.952 1.796 0.534
H: -3.808 -0.477 1.504
H: -3.707 -2.443 -0.038
H: -3.274 -1.377 -1.370
H: -2.189 -1.550 0.017
H: -5.220 -0.180 -1.994
H: -7.624 -0.214 -2.442
H: -9.234 -0.427 -0.584
H: -8.406 -0.603 1.736
H: -5.992 -0.569 2.188
H: 0.588 0.244 -2.380
H: 3.075 0.146 -2.284

Most stable of them? 2.

1.
The following is a DFT calculation (ωB97M-V with the def2-TZVPD basis set) of the molecule C17H22N2O5.

**SMILES**: CCCCC[C@@H]1C[C@H](CC(=O)Nc2ccc([N+](=O)[O-])cc2)C(=O)O1
**HOMO-LUMO gap**: 8.8 eV
**Total charge**: 0

Atoms and positions in Å:
C: -4.029 -4.517 -0.630
C: -3.961 -3.009 -0.415
C: -2.995 -2.649 0.712
C: -2.985 -1.159 1.052
C: -2.398 -0.295 -0.064
C: -2.299 1.170 0.348
C: -1.780 2.096 -0.763
C: -0.926 3.109 -0.005
C: 0.312 3.622 -0.750
C: 1.260 2.481 -1.096
O: 1.197 1.882 -2.146
N: 2.150 2.211 -0.097
C: 3.127 1.226 -0.053
C: 3.508 0.483 -1.173
C: 4.504 -0.463 -1.062
C: 5.127 -0.675 0.164
N: 6.165 -1.659 0.273
O: 6.696 -1.802 1.356
O: 6.454 -2.291 -0.722
C: 4.753 0.058 1.287
C: 3.759 1.003 1.176
C: -0.565 2.345 1.267
O: 0.325 2.625 2.028
O: -1.363 1.304 1.428
H: -4.716 -4.758 -1.438
H: -4.372 -5.017 0.273
H: -3.047 -4.909 -0.886
H: -4.958 -2.634 -0.170
H: -3.644 -2.532 -1.344
H: -3.283 -3.204 1.607
H: -1.987 -2.965 0.439
H: -4.005 -0.829 1.264
H: -2.390 -1.003 1.953
H: -1.398 -0.654 -0.317
H: -3.020 -0.349 -0.957
H: -3.270 1.515 0.728
H: -2.596 2.555 -1.316
H: -1.160 1.533 -1.463
H: -1.528 3.972 0.304
H: 0.822 4.361 -0.131
H: -0.006 4.091 -1.683
H: 1.988 2.681 0.789
H: 3.019 0.652 -2.117
H: 4.813 -1.045 -1.916
H: 5.249 -0.128 2.227
H: 3.453 1.574 2.040

2.
The following is a DFT calculation (ωB97M-V with the def2-TZVPD basis set) of the molecule C17H22N2O5.

**SMILES**: CCOc1cc(C(=O)Nc2cc(C)on2)cc(OCC)c1OCC
**HOMO-LUMO gap**: 9.1 eV
**Total charge**: 0

Atoms and positions in Å:
C: 0.494 3.103 -2.506
C: 0.497 3.735 -1.118
O: -0.401 3.103 -0.216
C: -0.003 1.837 0.181
C: -0.573 0.739 -0.454
C: -0.187 -0.547 -0.112
C: -0.756 -1.776 -0.724
O: -0.716 -2.858 -0.176
N: -1.307 -1.592 -1.966
C: -1.902 -2.562 -2.738
C: -2.130 -3.933 -2.447
C: -2.752 -4.396 -3.570
C: -3.265 -5.736 -3.942
O: -2.886 -3.392 -4.454
N: -2.356 -2.255 -3.932
C: 0.776 -0.734 0.881
C: 1.339 0.343 1.539
O: 2.279 0.273 2.513
C: 2.680 -0.989 3.011
C: 1.649 -1.608 3.950
C: 0.937 1.658 1.201
O: 1.531 2.656 1.902
C: 0.777 3.813 2.244
C: 1.254 4.285 3.610
H: 1.133 3.680 -3.168
H: 0.869 2.082 -2.460
H: -0.514 3.091 -2.911
H: 1.516 3.724 -0.710
H: 0.145 4.769 -1.173
H: -1.336 0.940 -1.190
H: -1.261 -0.685 -2.404
H: -1.865 -4.452 -1.553
H: -3.126 -6.425 -3.114
H: -2.736 -6.110 -4.817
H: -4.323 -5.676 -4.191
H: 1.043 -1.750 1.119
H: 3.601 -0.776 3.560
H: 2.918 -1.673 2.187
H: 1.437 -0.922 4.767
H: 0.720 -1.818 3.427
H: 2.039 -2.535 4.360
H: -0.292 3.575 2.270
H: 0.939 4.601 1.498
H: 2.319 4.494 3.576
H: 1.077 3.513 4.354
H: 0.720 5.188 3.895

Most stable of them? 1.